Version A
Here is C3H9BOS in the gas phase from the Open Molecules 2025 dataset. Energies are from ωB97M-V/def2-TZVPD.

Output
SMILES	COB(C)SC
molecular weight	104.0	g mol⁻¹
E_LUMO	0.49	eV
highest occupied orbital energy	-9.505	eV
charge	0
Kohn-Sham gap	0.367	Eh

Geometry as XYZ:
```
15
C3H9BOS, DFT ωB97M-V/def2-TZVPD
C 2.30 1.58 0.32
O 2.14 0.28 -0.22
B 0.43 -0.26 -0.26
C -0.06 -1.83 -0.33
S -0.58 1.13 0.14
C -2.24 0.35 0.42
H 3.37 1.76 0.19
H 1.95 1.73 1.41
H 1.77 2.38 -0.24
H -1.19 -1.85 -0.32
H 0.24 -2.24 0.62
H 0.31 -2.52 -1.05
H -2.81 1.09 0.84
H -2.07 -0.36 1.15
H -2.80 -0.11 -0.48
```

---

Version B
Here is 2 unconnected molecules or ions with the total composition C3H9BOS from the Open Molecules 2025 dataset. Energies are from ωB97M-V/def2-TZVPD.

Output
SMILES	O=BS.CCC
molecular weight	104.0	g mol⁻¹
E_LUMO	-0.09	eV
highest occupied orbital energy	-10.852	eV
charge	0
Kohn-Sham gap	0.395	Eh

Geometry as XYZ:
```
15
C3H9BOS, DFT ωB97M-V/def2-TZVPD
O -2.25 0.36 0.52
B -2.73 -0.03 -0.52
S -3.44 -0.84 -1.92
H -2.71 -2.00 -2.11
C 0.85 -0.62 -0.66
C 1.30 -0.16 0.83
C 0.87 1.29 1.09
H -0.13 -0.26 -0.96
H 0.90 -1.78 -0.68
H 1.56 -0.13 -1.39
H 0.90 -0.80 1.63
H 2.32 -0.08 0.93
H 1.73 1.84 1.58
H -0.02 1.51 1.58
H 0.86 1.70 0.07
```

---

Stability verdict: version B, ahead by 1.188 eV

---

Version A
Here is C3H4OS2 in the gas phase from the Open Molecules 2025 dataset. Energies are from ωB97M-V/def2-TZVPD.

Output
SMILES	CC(=S)C(=O)S
molecular weight	120.2	g mol⁻¹
E_LUMO	-1.27	eV
highest occupied orbital energy	-9.160	eV
charge	0
Kohn-Sham gap	0.290	Eh

Geometry as XYZ:
```
10
C3H4OS2, DFT ωB97M-V/def2-TZVPD
C -1.40 0.63 0.19
C -0.47 -0.50 0.00
S -0.87 -2.06 -0.25
C 0.98 -0.07 -0.19
O 1.29 1.06 -0.44
S 2.18 -1.36 0.10
H -1.22 1.42 -0.51
H -2.43 0.25 0.16
H -1.12 1.04 1.15
H 3.05 -0.40 -0.20
```

---

Version B
Here is 2 unconnected molecules or ions with the total composition C3H4OS2 from the Open Molecules 2025 dataset. Energies are from ωB97M-V/def2-TZVPD.

Output
molecular weight	120.2	g mol⁻¹
E_LUMO	-0.10	eV
highest occupied orbital energy	-9.426	eV
charge	0
Kohn-Sham gap	0.343	Eh

Geometry as XYZ:
```
10
C3H4OS2, DFT ωB97M-V/def2-TZVPD
C 1.53 -0.44 0.92
C 0.93 0.21 -0.07
C -0.43 -0.04 -0.47
O -2.88 1.09 -0.71
S -1.40 -1.40 0.06
S -1.96 0.63 0.30
H 2.53 -0.19 1.23
H 1.03 -1.24 1.45
H 1.43 1.02 -0.59
H -0.77 0.37 -2.13
```

---

Stability verdict: version A, ahead by 3.427 eV

---

Version A
Here is C11H16N2O4S in the gas phase from the Open Molecules 2025 dataset. Energies are from ωB97M-V/def2-TZVPD.

Output
SMILES	C[C@@]1(NC(=O)NCc2ccco2)CCS(=O)(=O)C1
molecular weight	272.3	g mol⁻¹
E_LUMO	0.51	eV
highest occupied orbital energy	-9.213	eV
charge	0
Kohn-Sham gap	0.357	Eh

Geometry as XYZ:
```
34
C11H16N2O4S, DFT ωB97M-V/def2-TZVPD
C 1.54 -0.98 1.62
C 0.88 -1.17 0.26
N -0.46 -0.60 0.33
C -1.32 -0.57 -0.73
O -1.09 -1.11 -1.80
N -2.51 0.07 -0.51
C -2.87 0.90 0.62
C -2.06 2.16 0.69
C -2.20 3.36 0.06
C -1.10 4.15 0.46
C -0.37 3.37 1.30
O -0.94 2.16 1.45
C 1.73 -0.46 -0.84
C 2.01 -1.39 -2.00
S 2.27 -2.94 -1.09
O 2.15 -4.11 -1.91
O 3.45 -2.82 -0.27
C 0.80 -2.67 -0.07
H 1.67 0.08 1.83
H 2.51 -1.46 1.61
H 0.94 -1.42 2.41
H -0.63 0.01 1.11
H -3.06 0.16 -1.35
H -2.73 0.33 1.55
H -3.93 1.15 0.53
H -2.99 3.65 -0.60
H -0.88 5.16 0.17
H 0.54 3.55 1.85
H 2.67 -0.15 -0.40
H 1.20 0.44 -1.18
H 1.14 -1.54 -2.63
H 2.88 -1.12 -2.58
H 0.81 -3.30 0.82
H -0.05 -2.90 -0.70
```

---

Version B
Here is C11H16N2O4S in the gas phase from the Open Molecules 2025 dataset. Energies are from ωB97M-V/def2-TZVPD.

Output
SMILES	COCCNC(=O)c1ccc(NS(C)(=O)=O)cc1
molecular weight	272.3	g mol⁻¹
E_LUMO	0.50	eV
highest occupied orbital energy	-8.993	eV
charge	0
Kohn-Sham gap	0.349	Eh

Geometry as XYZ:
```
34
C11H16N2O4S, DFT ωB97M-V/def2-TZVPD
C 1.00 -1.50 -4.22
O 2.36 -1.87 -4.23
C 3.09 -1.49 -3.10
C 2.66 -2.19 -1.79
N 1.75 -1.39 -1.00
C 0.45 -1.73 -0.80
O -0.04 -2.74 -1.25
C -0.34 -0.77 0.03
C -1.46 -1.27 0.69
C -2.25 -0.45 1.47
C -1.94 0.90 1.60
N -2.73 1.73 2.37
S -2.28 3.19 3.04
C -0.91 2.74 4.13
O -3.40 3.60 3.82
O -1.79 4.07 2.02
C -0.84 1.42 0.92
C -0.05 0.59 0.15
H 0.89 -0.43 -4.03
H 0.43 -2.06 -3.47
H 0.61 -1.73 -5.21
H 4.12 -1.76 -3.33
H 3.03 -0.40 -2.96
H 3.55 -2.41 -1.19
H 2.14 -3.12 -2.03
H 2.12 -0.55 -0.58
H -1.70 -2.32 0.57
H -3.12 -0.85 1.98
H -3.53 1.31 2.83
H -0.49 3.66 4.52
H -1.31 2.14 4.93
H -0.18 2.19 3.55
H -0.63 2.47 0.98
H 0.78 1.02 -0.39
```

---

Stability verdict: version A, ahead by 0.283 eV

---

Version A
Here is 2 unconnected molecules or ions with the total composition C3H10NOS from the Open Molecules 2025 dataset. Energies are from ωB97M-V/def2-TZVPD.

Output
molecular weight	108.2	g mol⁻¹
E_LUMO	-4.68	eV
highest occupied orbital energy	-13.728	eV
charge	+1
Kohn-Sham gap	0.332	Eh

Geometry as XYZ:
```
16
C3H10NOS, DFT ωB97M-V/def2-TZVPD
C -0.77 1.59 -0.28
C 0.22 -1.24 2.21
C 0.59 0.37 -1.76
N -0.68 0.36 -1.08
O 0.60 -1.11 0.86
S 0.60 -0.35 -3.27
H 0.13 2.08 -0.12
H -1.28 2.30 -0.97
H -1.23 1.36 0.69
H 0.99 -1.54 2.95
H -0.42 -2.07 2.30
H -0.30 -0.34 2.72
H -1.46 -0.01 -1.52
H -0.40 -0.35 -0.11
H 1.48 -0.72 0.77
H 1.94 -0.33 -3.38
```

---

Version B
Here is 2 unconnected molecules or ions with the total composition C3H10NOS from the Open Molecules 2025 dataset. Energies are from ωB97M-V/def2-TZVPD.

Output
molecular weight	108.2	g mol⁻¹
E_LUMO	-4.18	eV
highest occupied orbital energy	-14.173	eV
charge	+1
Kohn-Sham gap	0.367	Eh

Geometry as XYZ:
```
16
C3H10NOS, DFT ωB97M-V/def2-TZVPD
C -1.66 1.16 1.15
C 0.24 -0.05 -1.49
C 0.74 0.28 -0.11
N 1.55 -0.73 0.51
O -0.81 0.11 1.04
S 0.31 -1.87 -1.79
H -1.18 2.08 1.51
H -2.36 0.83 1.94
H -2.25 1.35 0.24
H -0.79 0.30 -1.63
H 0.86 0.41 -2.26
H 1.01 1.31 0.07
H 1.16 -0.93 1.44
H 1.41 -1.59 -0.14
H 2.54 -0.47 0.59
H -0.77 -2.18 -1.06
```

---

Stability verdict: version B, ahead by 1.548 eV